1.
This record from OMol25 describes the molecule C15H19N3O6S. The level of theory is ωB97M-V with the def2-TZVPD basis set.

XYZ file:
```
44
Properties=species:S:1:pos:R:3:lowdin_charge:R:1
H -2.27230 -3.25513 1.05922 0.1142
H 6.26435 1.88722 2.13895 0.0907
C 3.78029 -0.56758 2.88720 -0.0709
H 3.61732 3.65683 -0.99259 0.1210
N 0.66397 0.17644 -0.94591 -0.0499
C -2.20714 -0.07170 -1.90469 -0.3941
C -2.59116 -2.22557 1.21973 -0.0033
H 6.43728 3.65971 2.19647 0.0919
O 5.04849 3.04154 0.90814 -0.0752
N -4.05194 -1.77124 -0.68337 0.0114
H -5.83434 -2.78286 -0.83676 0.0935
C -3.80362 0.36261 -3.66517 0.0100
C -1.90980 -0.77159 -0.68614 -0.0971
H 1.63191 2.48006 -1.89808 0.1143
C -4.40919 -1.16318 -1.88468 -0.4247
C 2.45760 0.40049 0.63477 0.0262
N -3.46891 -0.32474 -2.42838 0.0378
H 4.44502 -0.71248 3.73822 0.0955
H 2.75498 -0.42784 3.24227 0.1014
C 3.56132 1.06168 1.15629 -0.1759
H -5.45932 -2.24051 0.80694 0.1031
C -5.03680 -2.66462 -0.10435 -0.0048
H -3.48274 -2.22551 1.84097 0.0916
H -4.59109 -3.63378 0.11075 0.1025
C 3.27303 2.73784 -0.54562 0.0013
C 3.98180 2.26270 0.55354 -0.2008
H 0.13365 0.63617 -1.68375 0.0784
O -5.48309 -1.36652 -2.40144 0.0894
H -3.78262 1.43913 -3.49881 0.1041
O 0.19277 -1.97457 0.28866 -0.2833
H -1.79094 -1.70998 1.74039 0.0642
H 2.11414 -0.52546 1.06208 0.0883
C 1.75488 0.90195 -0.45237 -0.2927
O -0.48155 0.11286 1.34637 -0.2801
S -0.29710 -0.63490 0.13225 0.6901
C 5.72548 2.83668 2.12699 -0.0809
H -3.06524 0.11484 -4.42673 0.1033
O -1.47534 0.71143 -2.49029 0.0582
C -2.84363 -1.56270 -0.08825 -0.2056
H -4.79514 0.04339 -3.97412 0.0907
H 3.82200 -1.44903 2.24008 0.0997
C 2.16700 2.08289 -1.04991 -0.0199
H 5.04330 2.87412 2.97926 0.0963
O 4.26243 0.58093 2.23187 -0.1097
```

Values from the calculation:
energy above the lowest of the compared OMol25 structures with the same formula, charge and spin = 8.54 kcal/mol
molecular weight = 369.4 g/mol
E_LUMO = 0.0079 Eh
structure (SMILES) = COc1ccc(NS(=O)(=O)c2c(C)n(C)c(=O)n(C)c2=O)cc1OC
largest force on an atom = 0.96 eV Å⁻¹
multiplicity = 1

2.
This record from OMol25 describes the molecule C15H19N3OS at a distorted geometry. The level of theory is ωB97M-V with the def2-TZVPD basis set.

XYZ file:
```
39
Properties=species:S:1:pos:R:3:lowdin_charge:R:1
H 2.05854 -1.17092 2.18473 0.1190
C 2.47995 2.12432 2.71525 -0.0424
N 2.40495 -0.23820 0.38858 0.0043
N -2.59830 -1.17010 -2.90585 -0.1528
O -0.84836 -2.14072 -3.94995 0.0528
H 2.86843 0.52210 -0.08693 0.1291
H -1.31343 1.96109 3.29060 0.1105
C -0.47580 -1.30862 -1.77355 -0.4256
C 0.42575 0.90241 2.64897 -0.0331
H -2.28359 -2.28890 0.64998 0.0820
H -3.63953 0.51583 -2.27964 0.0920
H -1.32118 4.40257 3.61044 0.0756
C 1.79836 0.94730 2.43774 -0.2195
C 1.80581 3.22928 3.20265 -0.0471
H 3.54785 2.17642 2.55350 0.1093
H 0.20204 5.30374 3.67336 0.0755
C -1.62225 -2.79119 -0.05591 -0.0173
C -0.24553 2.01015 3.13091 -0.0396
C 2.50937 -0.23925 1.84013 -0.1440
H -3.92946 -0.93987 -1.30827 0.0924
H -0.11054 -0.00778 2.42613 0.1012
H -1.15654 -3.62797 0.45984 0.0833
H -2.39528 -0.05884 -1.15402 0.0872
C -3.16762 -0.37290 -1.85140 -0.0530
C -3.48547 -1.46592 -4.00561 -0.0388
H -2.93818 -2.06723 -4.72882 0.0857
H 3.57165 -0.22675 2.09572 0.1209
N 0.42686 -1.49604 0.33771 0.0964
H 2.35178 4.13683 3.41793 0.1099
H -4.35554 -2.02130 -3.64779 0.0918
C 0.43390 3.18883 3.41546 -0.2847
C -0.29253 4.37942 3.96281 -0.0542
C 1.28907 -0.70794 -0.20708 -0.6311
H -3.82460 -0.54396 -4.48448 0.0923
S 0.95374 -0.31351 -1.89786 1.0984
H -0.31098 4.33420 5.05234 0.0842
H -2.20434 -3.16187 -0.89462 0.0796
C -0.56258 -1.85412 -0.52643 -0.3846
C -1.30433 -1.57377 -2.97364 -0.5054
```

Values from the calculation:
energy above the lowest of the compared OMol25 structures with the same formula, charge and spin = 19.00 kcal/mol
molecular weight = 289.4 g/mol
E_LUMO = 0.0224 Eh
structure (SMILES) = Cc1ccc(CNc2nc(C)c(C(=O)N(C)C)s2)cc1
largest force on an atom = 1.20 eV Å⁻¹
multiplicity = 1

3.
This record from OMol25 describes the molecule C15H19N5O3S at a distorted geometry. The level of theory is ωB97M-V with the def2-TZVPD basis set.

XYZ file:
```
43
Properties=species:S:1:pos:R:3:lowdin_charge:R:1
H 5.04691 2.31865 -1.01120 0.1230
H -2.80441 -2.10350 -0.46031 0.1214
C 0.30644 3.19590 0.54449 -0.5415
N -1.88267 1.32955 -2.63694 -0.0382
H 5.62341 -1.80988 1.27620 0.1388
H -4.78518 -3.66176 -0.60586 0.0775
H 5.10564 -3.24887 0.34582 0.1316
H 2.86685 3.31460 -0.38518 0.1017
N -1.49058 1.95621 -1.53986 0.0446
H 6.79477 -1.85088 -0.93943 0.1320
C 3.53444 -0.44466 0.19034 -0.1992
C -5.31130 -3.08773 0.15331 -0.1085
C -1.14457 3.36811 1.00784 -0.3507
C 3.05431 2.26680 -0.22813 -0.0043
H -5.98296 -2.39185 -0.34234 0.0656
C -2.21505 1.45178 -0.56248 -0.6263
N -2.78939 0.48022 -2.39647 0.0427
C 4.52120 0.36012 -0.38672 -0.2062
C -3.32808 -1.49305 0.27844 -0.1976
H -4.86369 -1.73271 1.76516 0.1082
C 2.30752 0.10804 0.52478 0.0615
H 0.16269 1.23840 1.02914 0.0871
O 5.73598 -0.14634 -0.77706 -0.0287
C 2.05878 1.45847 0.31197 -0.2110
C 5.74835 -1.55313 -0.85963 -0.1530
N 0.79568 1.94473 0.67298 0.1096
H -3.75380 -3.09422 1.62560 0.1074
S -2.16417 1.87219 1.11566 0.9828
H -2.58882 -1.09060 0.97586 0.0944
O 3.73498 -1.77733 0.44842 -0.0270
C -4.32092 -2.35790 1.05305 -0.2626
H -1.63462 4.07092 0.33408 0.0921
H -5.91477 -3.77353 0.74263 0.0710
C -4.01044 -0.32371 -0.43445 -0.1596
O 0.90850 4.17009 0.16130 0.0778
H -4.68383 -0.68272 -1.21376 0.1246
H -4.56606 0.28273 0.28781 0.1259
N -3.04839 0.51644 -1.08566 -0.1281
H 5.20110 -1.88168 -1.75415 0.1394
C 4.26880 1.71243 -0.57691 0.0166
H 1.55943 -0.54018 0.95577 0.1260
H -1.14369 3.78843 2.01575 0.0899
C 5.09159 -2.15857 0.38015 -0.1508
```

Values from the calculation:
energy above the lowest of the compared OMol25 structures with the same formula, charge and spin = 54.74 kcal/mol
molecular weight = 349.4 g/mol
E_LUMO = 0.0123 Eh
structure (SMILES) = CCCCn1nnnc1SCC(=O)Nc1ccc2c(c1)OCCO2
largest force on an atom = 1.67 eV Å⁻¹
multiplicity = 1

4.
This record from OMol25 describes a structure of composition C15H19N7O7PdS2 at a distorted geometry. The level of theory is ωB97M-V with the def2-TZVPD basis set.

XYZ file:
```
51
Properties=species:S:1:pos:R:3:lowdin_charge:R:1
H 1.47923 6.10402 3.58562 0.0707
H 2.69960 -1.37820 1.46551 0.0909
H 1.35630 2.30092 0.68114 0.0523
H 3.14994 1.13747 -1.81124 0.0555
H 4.91115 -0.09682 2.15156 0.0425
O -0.84667 3.51327 -2.71193 -0.3786
O -0.08110 0.90829 4.04557 -0.0459
H 2.78328 6.73421 2.58526 0.0691
H 2.84339 -3.65520 0.53917 0.0913
H 2.11952 3.86982 2.44414 0.1056
O 0.47571 -2.74671 1.68157 -0.0284
N 0.29813 -2.20465 -0.54145 0.1013
H 1.19124 7.50217 2.52759 0.0604
C 0.74459 -2.72249 -1.70130 -0.5340
C 1.16125 3.38272 0.60209 -0.0703
C 0.59455 6.07962 0.39700 -0.0709
O 0.79696 1.82766 -2.13831 -0.3810
H 0.37316 7.13836 0.31604 0.0924
N -1.44870 -1.23170 3.39910 0.1518
N -2.13912 -0.64785 -0.13832 0.0090
C 1.88859 -3.88673 0.06544 -0.1252
C 3.19110 -0.61410 0.89063 -0.2740
H -0.40909 5.53406 -1.44471 0.0980
Pd 0.52954 0.55913 -0.11308 0.3752
N 0.38371 0.74666 2.88915 -0.4043
O -1.32316 2.03647 -0.84503 -0.3932
C 4.32740 0.02493 1.26100 -0.4360
H 2.82912 -3.29854 -1.81023 0.0999
H -1.05579 -0.66963 4.14868 0.0682
H -2.12318 0.37484 -0.22192 0.0266
N -2.20753 -1.02213 1.21650 -0.0222
N -0.35193 0.21715 1.93217 0.0981
H -2.45878 -2.00384 1.29091 0.1262
C 1.90278 -3.73728 -1.43694 -0.1199
N 2.66207 -0.22513 -0.29843 -0.0807
C 1.58165 4.25562 1.59079 -0.0405
O 1.52069 1.12311 2.58487 0.0038
C 1.70744 6.54528 2.61420 -0.0754
O 0.29392 -2.53970 -2.81729 0.0025
C 0.16270 5.20367 -0.58810 -0.0715
H 1.57589 -4.87928 0.39696 0.0965
H -2.27024 -1.77932 3.56989 0.0893
S 4.76835 1.21475 0.08152 0.8941
C 3.37193 0.69552 -0.86023 -0.4737
H -1.23565 -0.98264 -0.55755 0.0362
H 1.71463 -4.66558 -1.98173 0.0935
C -1.29330 -0.66285 2.16646 -0.4083
S -0.28378 2.67813 -1.65446 0.4379
C 1.29165 5.61255 1.50583 -0.2996
C 0.43967 3.85545 -0.47614 -0.2453
C 0.81640 -2.84918 0.50819 -0.5597
```

Values from the calculation:
energy above the lowest of the compared OMol25 structures with the same formula, charge and spin = 77.53 kcal/mol
molecular weight = 579.9 g/mol
E_LUMO = 0.1642 Eh
largest force on an atom = 1.77 eV Å⁻¹
total charge = -2
multiplicity = 1